1.
Computed, not measured: a molecular structure, C33H31MnN2P, with ωB97M-V with the def2-TZVPD basis set.

Structure (XYZ):
```
68
Properties=species:S:1:pos:R:3:forces:R:3:mulliken_spin:R:1
Mn -0.679126 -0.679393 -0.935891 0.6 -0.2 0.1 0.00
C 2.501944 3.098823 -0.819338 0.0 0.0 0.0 0.05
C 2.816581 2.352637 -2.133140 0.0 0.0 0.0 0.01
C 1.578294 2.326069 -2.956238 0.1 0.1 0.0 0.14
C 1.318855 3.486587 -3.782201 -0.2 0.1 -0.1 0.29
C 0.106604 3.700441 -4.428959 0.4 0.1 0.1 0.03
C -0.878046 2.773776 -4.235917 0.0 -0.3 0.2 0.23
C -0.647674 1.585891 -3.438043 0.1 0.1 -0.1 0.13
C -1.794888 0.674832 -3.161620 0.0 -0.1 0.0 0.04
C -2.396175 0.990390 -1.771984 -0.2 0.0 -0.1 0.03
C 0.604682 1.333056 -2.858768 -0.2 0.0 -0.2 0.05
N 0.746447 0.163307 -2.110562 -0.4 -0.4 0.3 0.01
C 1.777928 -0.677050 -2.313797 0.1 0.1 -0.1 0.01
C 1.737128 -1.891154 -1.688009 0.2 -0.2 0.0 0.00
C 2.552059 -3.049473 -1.679504 0.2 0.0 0.0 0.00
C 1.868245 -4.004459 -0.960819 0.2 0.0 -0.2 0.00
C 0.651442 -3.423736 -0.561109 -0.2 0.3 0.2 0.00
N 0.575647 -2.161175 -0.963939 -0.4 0.3 0.0 -0.01
H 3.398916 3.134575 -0.205179 0.0 0.0 0.0 0.00
H 1.717029 2.582850 -0.264364 0.0 0.0 0.0 -0.01
H 2.178812 4.122526 -1.006611 0.0 0.0 0.0 0.00
H 3.181137 1.357470 -1.898223 0.0 0.0 0.0 0.00
H 3.605113 2.880101 -2.672213 0.0 0.0 0.0 0.01
H 2.115661 4.214193 -3.879270 0.0 0.0 0.0 -0.01
H -0.050794 4.573598 -5.044456 0.0 0.0 0.0 0.01
H -1.852998 2.905574 -4.687921 0.0 0.0 0.0 -0.01
H -1.473222 -0.373493 -3.252952 0.0 0.1 0.1 0.00
H -2.575101 0.811587 -3.911412 0.0 0.0 0.1 0.00
H -1.679780 1.046499 -0.911962 -0.1 -0.1 -0.3 -0.01
H -3.210543 0.312205 -1.521072 0.0 0.0 0.0 0.00
H -2.796570 2.005745 -1.784187 0.0 0.0 0.1 0.00
H 2.583476 -0.421689 -2.995998 0.0 0.0 0.0 0.00
H 3.515725 -3.148555 -2.152377 0.0 0.0 0.0 0.00
H 2.174598 -5.014243 -0.750457 0.0 0.0 0.0 0.00
H -0.149465 -3.886862 -0.005577 0.0 0.0 0.0 0.00
C -1.755110 3.029587 4.034699 0.0 0.0 0.0 0.00
C -1.831421 3.172967 2.656892 0.0 0.0 0.0 0.00
C -1.446747 2.128044 1.830900 0.0 0.0 0.0 0.00
C -0.983701 0.935633 2.379692 0.0 0.1 0.0 0.00
C -0.895917 0.802636 3.766876 0.0 0.0 0.0 0.00
C -1.285163 1.846604 4.588236 0.0 0.0 0.0 0.00
P -0.545023 -0.498470 1.379619 0.0 -0.3 0.1 0.00
C 0.941136 -1.184980 2.123416 0.0 0.0 0.0 0.00
C 2.090688 -0.395983 2.158903 0.0 0.0 0.0 0.00
C 3.253128 -0.897099 2.718034 0.0 0.0 0.0 0.00
C 3.269415 -2.180333 3.250516 0.0 0.0 0.0 0.00
C 2.123797 -2.961800 3.227286 0.0 0.0 0.0 0.00
C 0.957497 -2.468322 2.661382 0.0 0.0 0.0 0.00
C -1.885306 -1.683248 1.273779 0.1 -0.1 -0.1 0.00
C -2.681532 -2.340947 2.204943 0.0 0.0 0.0 0.00
C -3.685959 -3.164400 1.720728 0.0 0.0 0.0 0.00
C -3.885268 -3.308288 0.348672 0.0 -0.1 0.0 0.00
C -3.093251 -2.636818 -0.574837 0.0 0.1 0.0 0.00
C -2.076463 -1.808347 -0.107573 -0.1 0.3 0.0 0.00
H -2.057847 3.842937 4.679534 0.0 0.0 0.0 0.00
H -2.189718 4.098283 2.227443 0.0 0.0 0.0 0.00
H -1.504916 2.258836 0.757152 0.0 0.0 0.0 0.00
H -0.515202 -0.111798 4.205298 0.0 0.0 0.0 0.00
H -1.219125 1.738359 5.661891 0.0 0.0 0.0 0.00
H 2.071927 0.616156 1.768668 0.0 0.0 0.0 0.00
H 4.144119 -0.285311 2.752758 0.0 0.0 0.0 0.00
H 4.176013 -2.566684 3.695561 0.0 0.0 0.0 0.00
H 2.134760 -3.953355 3.657910 0.0 0.0 0.0 0.00
H 0.061848 -3.075919 2.652434 0.0 0.0 0.0 0.00
H -2.530948 -2.215277 3.269459 0.0 0.0 0.0 0.00
H -4.325381 -3.698317 2.410332 0.0 0.0 0.0 0.00
H -4.677181 -3.956569 -0.002587 0.0 0.0 0.0 0.00
H -3.275087 -2.779224 -1.633946 0.0 0.0 0.0 0.00
```
Forces are in eV/Å.

Summary:
Multiplicity: 2
E_LUMO (alpha / beta) in eV: -6.787 / -10.002
<S²>: 0.77
Gap between HOMO and LUMO (alpha / beta) in eV: 7.1 / 3.8
Total charge: +2
HOMO level (alpha / beta) in eV: -13.84 / -13.81

***

2.
Computed, not measured: a molecular structure, C33H31N2O2Ta, with ωB97M-V with the def2-TZVPD basis set.

Structure (XYZ):
```
69
Properties=species:S:1:pos:R:3:forces:R:3:nbo_charge:R:1
Ta 0.412572 -0.166257 -1.080003 0.2 -2.5 -0.6 2.35
C 2.829172 2.659643 -1.121703 0.0 0.0 -0.1 -0.66
C 2.635772 1.707243 0.018197 -0.6 -0.1 0.0 0.00
C 1.540172 1.856943 0.899097 0.2 -0.1 -0.3 -0.30
C 1.506372 1.188643 2.138497 0.0 -0.3 -0.1 0.03
C 0.485272 1.573043 3.162697 0.1 0.1 0.0 -0.65
C 2.500772 0.265743 2.411597 -0.1 0.2 -0.2 -0.21
C 3.547272 0.032743 1.513797 0.1 0.2 -0.2 0.04
C 4.614372 -0.949757 1.860697 0.1 0.0 0.0 -0.65
C 3.614172 0.764043 0.335097 -0.1 -0.3 0.2 -0.20
H 3.026972 2.138143 -2.056803 0.0 0.0 0.0 0.24
H 3.704772 3.273843 -0.911203 0.0 0.1 0.0 0.26
H 1.972772 3.319643 -1.243303 -0.1 0.1 -0.1 0.23
H 0.870372 2.695643 0.747297 -0.1 -0.1 -0.1 0.24
H -0.495328 1.729543 2.720997 -0.1 0.0 0.0 0.22
H 0.790872 2.514443 3.616697 0.0 0.1 0.1 0.25
H 0.414272 0.833443 3.953497 -0.1 -0.1 0.1 0.24
H 2.507972 -0.252857 3.357897 -0.1 -0.1 0.2 0.23
H 4.177872 -1.860257 2.266497 0.0 -0.1 0.0 0.23
H 5.267672 -0.530257 2.624597 0.1 0.0 0.1 0.26
H 5.225772 -1.187957 0.994197 0.1 -0.1 0.0 0.23
H 4.466472 0.645043 -0.319903 0.1 0.0 -0.1 0.23
C -3.802828 -2.208257 -1.263603 0.2 0.0 0.0 -0.22
C -3.607528 -3.347557 -0.493703 0.1 0.2 -0.1 -0.10
C -2.321228 -3.700057 -0.127903 0.2 0.2 -0.1 -0.22
C -1.257528 -2.888857 -0.518803 -0.4 -0.4 0.2 0.20
N -1.477828 -1.750757 -1.190103 1.8 0.9 0.1 -0.52
C -2.705128 -1.434757 -1.589003 -0.5 0.1 -0.2 0.08
C 0.151172 -3.216957 -0.274903 0.1 -0.4 0.1 0.02
C 0.560272 -4.541957 -0.119703 -0.2 0.4 0.0 -0.19
C 1.904772 -4.843457 0.008297 0.1 0.1 0.0 -0.14
C 2.847872 -3.832557 -0.072203 0.0 0.2 0.0 -0.18
C 2.446572 -2.513357 -0.254203 0.5 0.0 0.0 -0.18
C 1.100772 -2.186757 -0.332003 -1.2 1.8 -0.6 -0.50
H -4.784928 -1.918357 -1.592103 -0.1 0.1 -0.1 0.25
H -4.448128 -3.954257 -0.200403 -0.1 -0.1 0.1 0.25
H -2.136028 -4.578457 0.467297 0.0 -0.1 0.0 0.25
H -2.805628 -0.545457 -2.196703 0.0 0.1 0.1 0.22
H -0.160128 -5.343557 -0.145803 -0.1 -0.1 0.1 0.23
H 2.214372 -5.866557 0.153097 0.0 -0.1 -0.1 0.25
H 3.898672 -4.064857 -0.011103 0.1 0.0 0.0 0.24
H 3.202872 -1.748257 -0.360703 0.0 0.0 0.0 0.23
C -1.211128 4.829043 -2.073203 0.0 -0.2 -0.2 -0.17
C -1.481928 4.629243 -0.727703 0.0 -0.2 0.1 -0.16
C -1.471528 3.353143 -0.196203 0.2 -0.2 0.0 -0.26
C -1.176728 2.255243 -1.013003 0.4 0.9 -0.7 0.16
C -0.911128 2.460443 -2.372103 -0.1 -0.4 0.3 -0.27
C -0.938228 3.744643 -2.892203 0.2 0.3 0.0 -0.18
N -1.095728 0.946843 -0.481603 0.4 -0.5 -0.7 -0.77
C -2.121328 0.618743 0.422697 -0.7 -0.7 1.0 0.17
C -1.822428 -0.200757 1.515897 0.1 0.3 -0.4 -0.25
C -2.811328 -0.534357 2.421097 -0.1 -0.1 0.0 -0.19
C -4.112728 -0.091957 2.231797 0.1 -0.1 0.0 -0.17
C -4.429028 0.683943 1.126297 0.1 0.0 0.0 -0.19
C -3.442228 1.041843 0.225797 0.3 0.1 -0.1 -0.24
H -1.255328 5.821843 -2.489103 0.0 0.1 -0.1 0.25
H -1.710028 5.467543 -0.088403 0.0 0.1 0.1 0.24
H -1.702528 3.186743 0.846897 0.0 0.1 0.1 0.24
H -0.794628 1.612843 -3.046703 0.0 0.0 0.0 0.23
H -0.763228 3.894143 -3.945903 0.0 0.0 -0.1 0.24
H -0.794628 -0.528757 1.659497 0.0 0.0 0.1 0.22
H -2.558528 -1.118657 3.290497 0.0 -0.1 0.1 0.24
H -4.877028 -0.360357 2.942297 -0.1 0.0 0.1 0.24
H -5.444028 1.016943 0.967497 0.0 0.0 0.0 0.24
H -3.690028 1.651343 -0.630303 0.0 0.1 -0.1 0.24
O 2.140572 -0.063257 -2.401603 -0.3 1.0 2.1 -0.71
C 1.555872 -0.549257 -3.398003 0.8 -0.5 -2.1 0.69
O 0.335172 -0.750357 -3.367903 -1.4 0.4 1.8 -0.63
H 2.146972 -0.782257 -4.300503 -0.2 0.0 0.3 0.19
```
Forces are in eV/Å.

Summary:
E_LUMO in eV: -7.733
Gap between HOMO and LUMO in eV: 6.5
Total charge: +2
HOMO level in eV: -14.24
Energy above the lowest of the compared OMol25 structures with the same formula, charge and spin in kJ/mol: 168.10

***

What are the maximum force values for these records? In order: 0.62, 2.62 eV/A.